{
  "formula": "C58H151N9O18",
  "method": "the ωB97M-V functional and the def2-TZVPD basis",
  "total_charge": 0,
  "de_lowest_ev": 0.000,
  "gap_ev": 8.33,
  "fmax_ev_per_a": 3.00,
  "symbols": ["C", "C", "C", "O", "H", "H", "H", "H", "H", "H", "H", "H", "C", "C", "C", "O", "H", "H", "H", "H", "H", "H", "H", "H", "C", "C", "C", "O", "H", "H", "H", "H", "H", "H", "H", "H", "C", "C", "C", "O", "H", "H", "H", "H", "H", "H", "H", "H", "C", "O", "C", "C", "N", "C", "C", "O", "C", "H", "H", "H", "H", "H", "H", "H", "H", "H", "H", "H", "H", "H", "H", "H", "C", "O", "C", "C", "N", "C", "C", "O", "C", "H", "H", "H", "H", "H", "H", "H", "H", "H", "H", "H", "H", "H", "H", "H", "C", "O", "C", "C", "N", "C", "C", "O", "C", "H", "H", "H", "H", "H", "H", "H", "H", "H", "H", "H", "H", "H", "H", "H", "C", "O", "C", "C", "N", "C", "C", "O", "C", "H", "H", "H", "H", "H", "H", "H", "H", "H", "H", "H", "H", "H", "H", "H", "C", "O", "C", "C", "N", "C", "C", "O", "C", "H", "H", "H", "H", "H", "H", "H", "H", "H", "H", "H", "H", "H", "H", "H", "C", "C", "C", "O", "C", "N", "H", "H", "H", "H", "H", "H", "H", "H", "H", "H", "H", "C", "C", "C", "O", "C", "N", "H", "H", "H", "H", "H", "H", "H", "H", "H", "H", "H", "C", "C", "C", "O", "C", "N", "H", "H", "H", "H", "H", "H", "H", "H", "H", "H", "H", "C", "C", "C", "O", "C", "N", "H", "H", "H", "H", "H", "H", "H", "H", "H", "H", "H"],
  "xyz": [[1.2937, -1.9651, 7.7997], [0.4514, -0.6947, 7.5884], [-0.5192, -0.7970, 6.4805], [-0.2944, -0.5368, 8.7702], [1.9368, -2.0743, 6.9264], [0.7452, -2.8827, 8.0127], [1.9191, -1.7841, 8.6739], [1.1611, 0.1207, 7.4486], [-1.3371, -1.4716, 6.7339], [-0.1401, -1.2183, 5.5494], [-0.9213, 0.1982, 6.2905], [0.3221, -0.4804, 9.5039], [-0.3530, 7.2728, 1.5462], [-1.2315, 6.5009, 0.6248], [-0.5675, 5.1324, 0.2805], [-2.4516, 6.2702, 1.3394], [0.6508, 7.4033, 1.1418], [-0.1896, 6.7636, 2.4960], [-0.7378, 8.2779, 1.7184], [-1.4496, 7.0880, -0.2673], [0.4525, 5.1330, -0.1039], [-1.2764, 4.5879, -0.3432], [-0.5176, 4.4973, 1.1649], [-3.1030, 5.7806, 0.8319], [1.3475, -7.8090, 2.1118], [2.0923, -7.6628, 0.7741], [2.3091, -6.2412, 0.2333], [3.3258, -8.3456, 0.8767], [1.7324, -8.6295, 2.7175], [0.3206, -8.1096, 1.9038], [1.3101, -6.8701, 2.6642], [1.5744, -8.1926, -0.0254], [1.4057, -5.7838, -0.1702], [3.0050, -6.3176, -0.6022], [2.7420, -5.5022, 0.9076], [3.8328, -7.9590, 1.5944], [-0.2094, 4.2891, 4.8860], [0.8844, 3.5647, 5.7292], [0.3497, 3.1148, 7.1068], [1.2818, 2.3684, 5.0731], [-1.1728, 3.8100, 5.0599], [-0.0037, 4.1611, 3.8232], [-0.2198, 5.3351, 5.1924], [1.7411, 4.2340, 5.8069], [0.1334, 3.9699, 7.7472], [1.0811, 2.5433, 7.6783], [-0.5484, 2.5046, 7.0115], [1.9609, 2.0541, 5.6744], [-7.1557, -0.1988, 2.8249], [-5.9855, 0.5235, 3.2686], [-5.0501, 0.6317, 2.1685], [-4.0449, 1.7446, 2.4332], [-4.6800, 3.0154, 2.8255], [-3.7080, 3.8486, 3.5620], [-4.4172, 5.1817, 4.0017], [-5.4022, 4.8766, 5.0046], [-5.9317, 6.0080, 5.5997], [-7.5568, 0.3105, 1.9486], [-7.8549, -0.1788, 3.6609], [-6.9386, -1.1645, 2.3683], [-5.5700, 0.7693, 1.2205], [-4.6384, -0.3632, 1.9992], [-3.5336, 1.8546, 1.4768], [-3.2500, 1.4941, 3.1356], [-5.6113, 2.9115, 3.2025], [-2.9175, 4.0966, 2.8536], [-3.1003, 3.4419, 4.3703], [-5.0111, 5.6603, 3.2230], [-3.6835, 5.9293, 4.3032], [-6.5089, 6.6585, 4.9427], [-5.1985, 6.6396, 6.1012], [-6.7070, 5.8232, 6.3432], [4.2557, -2.9601, 0.1458], [3.6420, -3.3862, -1.0585], [4.4490, -3.0967, -2.2077], [4.7179, -1.5614, -2.4161], [5.5266, -1.2341, -3.5503], [5.7618, 0.1589, -3.7330], [6.3068, 0.3618, -5.1870], [7.7161, 0.0481, -5.2063], [8.2985, -0.0198, -6.4717], [4.4159, -1.8835, 0.0881], [5.2521, -3.3436, 0.3652], [3.5011, -3.1105, 0.9178], [3.9486, -3.4206, -3.1203], [5.3443, -3.7175, -2.1751], [5.3574, -1.1852, -1.6177], [3.7929, -0.9849, -2.4087], [5.1411, -1.6836, -4.3685], [6.5312, 0.4019, -3.0002], [4.8482, 0.7350, -3.5862], [6.1502, 1.3718, -5.5659], [5.7104, -0.2370, -5.8753], [7.7368, -0.6198, -7.1876], [9.2859, -0.4813, -6.4543], [8.3029, 0.9244, -7.0162], [-4.3800, -3.3101, -2.5756], [-3.9737, -4.2815, -1.6109], [-2.8777, -3.9076, -0.7728], [-2.7518, -4.9462, 0.4249], [-2.0652, -4.3080, 1.5874], [-1.7822, -5.3156, 2.6348], [-0.8076, -4.7504, 3.7108], [0.4669, -4.4480, 3.1933], [1.3876, -3.8705, 4.1213], [-3.5814, -3.2134, -3.3111], [-4.5911, -2.2880, -2.2612], [-5.2106, -3.6827, -3.1750], [-3.1154, -2.9457, -0.3186], [-2.0261, -3.7388, -1.4319], [-2.1384, -5.7153, -0.0445], [-3.7129, -5.2779, 0.8179], [-1.2786, -3.7319, 1.3240], [-1.4213, -6.2523, 2.2098], [-2.5860, -5.7768, 3.2086], [-0.7006, -5.4880, 4.5061], [-1.2498, -3.8604, 4.1587], [0.9299, -3.0098, 4.6089], [2.2340, -3.5083, 3.5377], [1.8041, -4.5976, 4.8184], [-3.8002, 3.9386, -9.9474], [-2.8611, 4.3456, -9.0002], [-1.9640, 3.4119, -8.4381], [-2.4933, 2.9109, -7.0482], [-1.6824, 1.7050, -6.6771], [-2.2324, 1.1028, -5.5010], [-1.4262, -0.1372, -5.0445], [-0.2779, 0.2962, -4.2689], [0.6948, -0.7391, -4.0840], [-4.3937, 4.7840, -10.2955], [-4.4906, 3.2242, -9.4989], [-3.2569, 3.4665, -10.7660], [-0.9567, 3.7965, -8.2781], [-1.8945, 2.6039, -9.1664], [-3.5415, 2.6304, -7.1511], [-2.3812, 3.6786, -6.2827], [-1.7034, 1.0735, -7.4651], [-3.2559, 0.7678, -5.6695], [-2.2024, 1.8852, -4.7427], [-1.1870, -0.7297, -5.9276], [-2.0522, -0.7714, -4.4168], [1.4246, -0.8518, -4.8857], [0.2002, -1.6179, -3.6703], [1.3820, -0.3939, -3.3116], [2.8401, 1.5740, 0.6194], [2.1872, 2.4222, -0.3588], [2.4835, 2.0299, -1.6974], [1.6119, 2.8230, -2.6237], [1.8254, 4.2336, -2.5985], [0.7856, 4.9375, -3.3116], [1.2255, 6.4373, -3.2079], [0.9240, 6.8756, -1.8945], [1.0741, 8.3127, -1.6470], [2.7179, 1.8480, 1.6673], [3.8763, 1.2901, 0.4361], [2.3497, 0.6021, 0.5637], [2.3138, 0.9557, -1.7710], [3.5533, 2.1619, -1.8596], [0.6409, 2.4489, -2.2991], [1.7446, 2.3563, -3.5997], [1.9202, 4.5369, -1.6398], [-0.1845, 4.8309, -2.8262], [0.6842, 4.7026, -4.3712], [0.6829, 6.9711, -3.9881], [2.2637, 6.6726, -3.4422], [0.6904, 8.6304, -0.6775], [0.4748, 8.8132, -2.4076], [2.0487, 8.7767, -1.7987], [0.8604, -4.3587, -2.9977], [-0.0330, -4.4004, -4.2449], [0.7068, -3.8654, -5.4694], [0.0386, -4.0633, -6.7261], [0.6992, -3.6532, -7.8986], [-0.3965, -5.7765, -4.4365], [1.0943, -3.3319, -2.7163], [1.7698, -4.9011, -3.2562], [0.3941, -4.8437, -2.1401], [-0.9560, -3.8223, -4.2005], [1.6716, -4.3577, -5.5911], [1.0079, -2.8329, -5.2922], [1.4634, -4.2809, -8.3570], [1.0293, -2.6274, -7.7347], [-0.1100, -3.4625, -8.6036], [0.4927, -6.2240, -4.6078], [-0.9000, -5.8495, -5.3090], [0.4992, -0.9632, -0.5116], [0.4135, -1.5901, 0.8869], [-0.8335, -1.1601, 1.6869], [-1.0688, 0.2368, 1.7158], [-0.2817, 0.9496, 2.7083], [0.4926, -3.0318, 0.6448], [1.4023, -1.2051, -1.0720], [0.5294, 0.1262, -0.4932], [-0.3637, -1.1722, -1.1439], [1.3430, -1.3398, 1.3983], [-0.8805, -1.5034, 2.7204], [-1.6830, -1.6917, 1.2582], [-0.6328, 0.7671, 3.7240], [-0.5751, 1.9833, 2.5254], [0.8027, 0.9006, 2.6091], [1.2736, -3.2566, 0.0451], [0.6874, -3.4752, 1.5310], [5.0290, -3.3458, 6.5511], [5.6758, -2.0255, 6.2439], [4.6052, -0.9625, 5.9685], [3.5368, -1.5507, 5.1395], [3.0123, -0.6485, 4.2114], [6.5579, -1.5920, 7.3733], [4.5137, -3.6944, 5.6561], [4.2624, -3.1938, 7.3109], [5.7914, -4.0643, 6.8524], [6.2684, -2.1193, 5.3339], [5.0225, -0.1071, 5.4372], [4.1300, -0.5188, 6.8434], [2.0015, -1.0147, 4.0312], [3.6017, -0.6649, 3.2946], [2.9365, 0.3596, 4.6190], [6.5133, -0.5924, 7.5110], [6.0523, -1.8869, 8.1965], [-5.2456, 1.6185, -3.9002], [-5.0470, 0.4261, -2.9137], [-4.8917, 0.8151, -1.4563], [-3.9270, 1.8115, -1.2401], [-2.5844, 1.4406, -1.3494], [-6.2469, -0.3827, -3.0269], [-4.6124, 2.4595, -3.6176], [-6.2870, 1.9394, -3.8740], [-4.9411, 1.3837, -4.9201], [-4.1611, -0.1506, -3.1794], [-4.5774, 0.0258, -0.7734], [-5.8581, 1.2459, -1.1941], [-2.3445, 0.8440, -2.2296], [-2.2904, 0.8402, -0.4885], [-2.0208, 2.3735, -1.3449], [-6.9140, 0.3186, -2.7383], [-6.1303, -0.9480, -2.1982]],
  "forces_ev_per_angstrom": [[0.4517, 0.6012, -0.4538], [0.9134, -2.0528, 0.9030], [-0.9233, 0.1119, -0.9306], [-0.6655, 0.8964, 0.5352], [0.1824, -0.3755, 0.0304], [-0.3614, 0.1841, -0.2807], [0.2926, -0.0572, 0.0510], [-0.0203, 0.3532, -0.1456], [-0.0893, 0.1140, 0.3523], [0.4910, 0.3067, -0.0128], [-0.2340, -0.1007, -0.2387], [-0.0242, 0.0193, 0.1369], [0.7789, 0.8035, 0.3877], [0.3447, -1.5028, 0.0494], [-0.9040, 0.0101, 0.4022], [0.0550, 0.2789, 0.3747], [-0.0146, -0.0962, -0.2935], [-0.3688, -0.0725, 0.0867], [-0.1500, -0.0265, 0.2352], [0.1377, -0.1090, -0.2424], [-0.3475, 0.4147, -0.3800], [0.3066, -0.0860, -0.5710], [-0.0784, 0.2571, 0.4812], [0.1486, -0.0985, -0.3340], [-0.7725, 0.1827, -0.5765], [0.0700, 0.2916, 0.2522], [0.0163, -0.0108, -0.2590], [0.7231, -0.2717, -0.2964], [0.3590, 0.1735, -0.0781], [-0.2294, 0.2296, 0.0664], [0.1101, -0.0495, 0.1366], [-0.1555, -0.1613, 0.1399], [-0.2509, -0.1508, 0.1311], [0.0054, -0.0409, -0.0787], [0.0302, -0.2511, 0.4856], [0.0649, 0.0789, 0.1036], [0.7769, -0.9944, 0.6752], [-1.5756, 0.0009, 0.1711], [0.2241, 0.9480, 0.0632], [0.3678, 0.0594, -0.3874], [-0.0469, 0.1968, 0.1491], [0.2202, 0.3385, -0.0077], [-0.2581, -0.0137, -0.2565], [0.1426, 0.0578, 0.2172], [-0.2502, 0.1389, -0.0473], [0.2393, -0.1651, -0.1805], [0.0210, 0.0636, -0.1567], [0.1803, -0.5866, -0.2171], [0.8081, 1.1687, -0.2203], [-0.3015, -0.5499, -1.2575], [-0.5354, -0.2881, 0.9971], [-0.5803, 0.0947, -0.4170], [1.4077, -0.4551, -0.0823], [-1.7226, 1.8095, -0.9639], [-0.2047, -1.0249, -0.1240], [0.7021, -0.4614, 0.2720], [-0.8240, 1.1420, 0.5038], [-0.4975, 0.5656, 0.1139], [0.0240, -0.4282, -0.2675], [0.2734, -0.5894, 0.8263], [-0.4547, 0.7852, 0.0271], [0.8353, -0.0797, 0.3126], [0.2110, 0.2810, -0.1845], [-0.1697, -0.4920, 0.3621], [0.3746, -0.0936, 0.6314], [-0.0593, 0.4017, -0.3351], [-0.7626, -0.6832, 0.6584], [0.3930, -0.2184, -0.7313], [0.1311, -0.0488, 0.5454], [0.2954, 0.1498, -0.8655], [0.4172, -0.0116, -0.0399], [0.2784, -0.9837, 0.2226], [-0.6098, 1.1592, -0.2843], [0.5029, 0.0533, -0.7356], [-0.0876, 0.9430, -0.3431], [1.0749, -0.5168, 1.1535], [-0.3970, -2.1543, -0.8121], [0.8851, -0.1209, -1.4801], [0.6768, 0.3665, 0.8920], [-0.9381, -0.1621, 0.3711], [-0.4905, -0.1595, -1.2153], [-0.1062, 0.2830, 0.1777], [-0.1366, -0.7946, -0.0500], [0.3879, -0.3593, 0.2324], [-0.5945, -0.2646, 0.2311], [0.4694, 0.3988, 0.1738], [-0.4245, 0.0006, 0.6799], [-0.5856, -0.0931, 0.1925], [0.0075, 0.2058, -0.3583], [-0.0430, 0.7108, -0.0678], [-0.1088, 0.4743, 0.0345], [0.1315, 0.4127, 0.3220], [0.1905, -0.6249, -0.1203], [-0.4629, -0.6403, 0.1918], [0.0246, 0.3557, 0.4868], [0.4437, 0.6078, 0.3976], [1.0768, -0.7503, -0.6451], [-0.8621, 0.3014, 0.1570], [-1.6303, 0.1615, 0.7487], [1.4868, 2.0372, -0.8847], [-1.7517, -1.3101, 0.4360], [1.6796, 0.7291, 0.0461], [-0.6636, -0.6576, -0.3071], [0.5600, 0.0592, -0.1804], [-0.2263, -0.0554, -0.8185], [0.4123, 0.1829, -0.2105], [-0.0638, -0.1749, 0.8104], [-0.2159, -0.1801, 0.5432], [0.0026, 0.3762, 0.1419], [0.6448, -0.4703, 0.4025], [-0.1624, -0.8381, 0.5075], [-0.0661, -0.1540, -0.6821], [0.3460, -0.6562, -0.1545], [0.9646, -0.0356, -0.3803], [-1.0467, 1.0563, -0.0630], [-0.0369, -0.2286, 0.1762], [-0.1391, 0.2762, 0.0117], [0.0094, -0.0727, 0.3703], [-0.0274, 0.0618, -0.1090], [-0.3535, -0.0814, 0.3083], [0.2954, -0.8921, 0.2637], [0.7466, 1.9306, 0.8840], [-1.3252, -0.5823, 0.6124], [1.3117, -1.1753, -1.3609], [-0.1712, 1.5614, -0.5871], [0.7977, -1.0363, 0.4168], [0.0879, 1.2431, 0.5772], [-0.0470, -0.7721, -1.0467], [-0.1091, 1.3976, 1.1238], [0.3580, 0.1166, 0.0785], [-0.2187, -0.2832, -0.1164], [-0.3020, -0.1008, -0.4319], [-0.1550, 0.5175, -0.2936], [0.2093, -0.5820, 0.2045], [-0.3382, 0.1779, 0.0592], [-0.0115, 0.0019, -0.0667], [-0.0504, -0.2204, -0.0459], [-0.2798, -0.0115, 0.1533], [-0.2282, -0.2670, 0.3970], [0.5228, -0.0553, -0.1179], [-0.1335, -0.1099, 0.2274], [-0.7310, -0.4685, -0.8004], [0.2376, -0.3516, -0.5333], [-0.2831, 0.2354, 0.5035], [-0.9629, -1.0424, -0.7582], [0.8859, -0.1290, 1.3589], [0.9130, 0.0654, 1.0434], [0.1214, -1.8748, 0.4016], [0.2159, -1.2167, -0.7183], [1.4745, 2.4479, 0.9226], [-1.0897, -0.0385, -0.4210], [0.3980, 1.4862, 0.9077], [-0.7775, -0.4952, -1.4503], [-0.0842, 0.9293, -0.3419], [0.3965, 0.8321, -0.3567], [-0.2525, -0.2859, -0.0129], [-0.3235, -0.1908, -0.3530], [0.3012, 0.2806, -0.2123], [-0.9201, 0.5656, -0.0981], [0.0637, 0.4409, -0.4489], [-0.2460, 0.2746, 0.0150], [-0.3487, 0.0700, -0.0516], [0.3700, -0.4899, 0.0843], [-0.6012, 0.5450, 0.1647], [0.3610, -0.7430, 0.0715], [0.0374, -0.6789, 0.0081], [-0.3809, 0.1629, -0.0319], [0.6102, -0.7728, 0.1727], [-0.4330, 0.6604, -0.5197], [-0.0272, 0.1541, -0.6217], [1.4518, 0.1325, -0.8204], [-0.6028, -0.5675, 1.1534], [-1.1192, 1.6492, 0.2234], [-0.2197, -0.6066, -0.1135], [0.2866, -0.0431, 0.0867], [0.2084, 0.0549, 0.2233], [-0.1366, -0.0088, -0.1846], [-0.1282, 0.1961, 0.5937], [0.3415, -0.5557, 0.3920], [-0.4590, 0.2942, -0.3955], [0.0765, -0.2988, 0.5091], [0.8747, 0.0778, -0.0100], [0.0299, -0.5780, -0.3516], [0.0964, -0.7087, -0.0216], [-0.2007, -0.1609, -0.1877], [-0.4485, 1.3139, 0.0234], [1.0139, 0.1133, -1.1966], [-0.0312, -0.2421, -0.0652], [0.9472, -0.0565, 0.2939], [-1.3903, 0.6209, -0.8498], [-0.6680, -0.1901, 0.6113], [0.1262, -0.6273, 0.2443], [-0.1575, 0.2110, 0.3728], [-0.1537, -0.4608, 0.0899], [0.0397, 0.7188, 0.4556], [0.6767, -0.3886, 0.3066], [-0.2910, 0.4818, -0.4279], [0.2306, -0.5917, 0.0923], [0.2436, 0.1803, -0.0434], [-0.0675, -0.4705, -0.0739], [0.0962, 0.1619, -0.3176], [-0.0439, -0.4992, 0.1571], [-0.0694, -0.0877, -0.2310], [-0.0014, 1.2303, 0.4066], [-0.9609, -0.4952, -1.3038], [1.5117, 0.3178, 1.2011], [-0.5926, -0.2692, 0.0967], [-0.7622, -0.4528, -0.2923], [0.0786, -0.1698, 0.0976], [0.0685, -0.2658, 0.2816], [-0.1816, -0.0776, 0.1371], [0.2019, 0.0146, 0.0288], [0.2779, -0.0121, -0.2433], [0.0056, -0.4046, 0.5475], [-0.0830, 0.2718, -0.4239], [0.0046, 0.2472, -0.2291], [0.0284, 0.1606, -0.1329], [0.2993, 0.4757, -0.5322], [0.1096, -0.4778, 0.4638], [0.9032, -0.0995, 0.8677], [0.6676, 0.6354, -1.2727], [0.8398, 1.2701, -0.1796], [-0.5827, 1.2716, -0.2311], [0.2204, -0.3025, 0.3596], [0.4509, -0.2113, 0.4023], [-0.0643, 0.1085, 0.1773], [-0.0023, 0.0489, -0.0788], [-0.4517, -0.3010, 0.1405], [0.0044, -0.1564, -0.4238], [-0.6464, -0.9037, -0.2033], [-0.0011, 0.0598, 0.6199], [-0.0332, 0.1538, -0.3846], [0.1979, -0.0605, 0.3014], [0.1749, -0.1764, -0.0897], [-1.0230, -0.2641, -0.0929], [-0.8160, -0.9461, 0.1211]]
}